[1]
The following is a quantum chemistry calculation of a molecular structure, C30H45NO4P2Ti, from OMol25.

```
83
Properties=species:S:1:pos:R:3:mulliken_charge:R:1
Ti 0.411 -0.381 -0.360 -0.56
C -0.642 -2.655 1.289 1.31
C 0.586 -2.606 0.499 0.50
C 0.917 -1.580 2.576 0.66
C -0.425 -1.999 2.523 0.37
C 1.583 -1.958 1.351 1.45
C -1.811 -3.545 1.038 -1.95
H -1.609 -4.275 0.226 0.41
H -2.698 -2.930 0.776 0.30
H -2.084 -4.127 1.948 0.54
C -1.459 -1.864 3.585 -1.92
H -2.134 -2.726 3.573 0.46
H -2.062 -0.959 3.427 0.28
H -0.992 -1.812 4.570 0.36
C 1.602 -0.955 3.740 -1.74
H 1.082 -1.201 4.686 0.33
H 1.621 0.149 3.622 0.27
H 2.648 -1.306 3.813 0.44
C 3.071 -2.140 1.265 -1.73
H 3.452 -2.811 2.079 0.38
H 3.576 -1.154 1.373 0.38
H 3.343 -2.580 0.287 0.36
C 0.946 -3.487 -0.653 -1.43
H 1.473 -4.399 -0.304 0.40
H 1.624 -2.955 -1.346 0.11
H 0.048 -3.799 -1.208 0.35
C -1.243 1.195 -3.097 0.65
C -1.746 -0.102 -3.572 -1.03
C -1.042 -0.844 -4.622 -0.95
C 0.534 -0.898 -4.587 -1.79
C 1.131 -0.619 -3.214 -0.13
C 1.940 0.651 -3.085 -0.10
C 1.247 1.859 -3.815 -1.21
C -0.218 1.888 -4.114 -1.46
H -1.353 -0.497 -5.630 0.47
H 0.930 -0.288 -5.414 0.45
H -1.374 -1.885 -4.584 0.54
H -0.337 1.524 -5.152 0.41
H -2.041 1.970 -2.933 0.46
H -2.830 -0.239 -3.451 0.73
H -0.499 2.953 -4.246 0.46
H 1.583 2.825 -3.443 0.22
H 2.913 0.580 -3.661 0.75
H 1.783 1.782 -4.765 0.42
H 0.832 -1.916 -4.887 0.43
H 1.629 -1.557 -2.864 0.53
P -2.426 -0.542 -1.369 0.55
C -3.643 0.824 -1.225 -1.17
C -2.257 -2.197 -2.049 -0.78
P 2.457 0.718 -1.356 1.74
C -0.916 0.545 -1.733 1.43
C 3.995 -0.227 -1.478 -1.27
C 2.569 2.472 -1.048 -1.37
H -3.191 1.649 -0.638 0.36
H -4.551 0.474 -0.705 0.46
H -3.914 1.201 -2.227 0.42
H -1.339 -2.286 -2.645 0.08
H -3.129 -2.389 -2.686 0.53
H -2.220 -2.949 -1.264 0.12
H 2.596 3.172 -1.900 0.43
H 3.496 2.506 -0.452 0.46
H 1.709 2.716 -0.412 0.32
H -0.762 1.356 -0.968 1.07
H -0.043 -0.243 -2.131 -1.96
H 4.465 0.017 -0.523 0.49
H 4.660 0.031 -2.304 0.48
H 3.815 -1.302 -1.528 0.30
O -0.799 2.708 0.609 -0.66
C -0.455 1.934 1.512 0.42
O 0.083 0.763 1.231 -0.25
C -0.694 2.390 2.941 -0.34
C -0.682 1.510 4.038 0.22
C -0.919 1.968 5.332 -1.11
C -1.185 3.337 5.529 -0.18
C -1.207 4.231 4.441 -0.46
C -0.983 3.751 3.170 -0.80
N -1.436 3.862 6.829 0.92
O -1.467 3.144 7.850 -0.56
O -1.652 5.093 6.940 -0.55
H -0.521 0.442 3.905 0.90
H -0.907 1.306 6.199 0.52
H -1.400 5.291 4.583 0.52
H -1.052 4.395 2.294 0.53
```

The calculation puts the HOMO-LUMO gap (spin up / spin down) at 5.4 / 5.4 eV. The charge is +2. The strongest force on any atom is 5.0 eV/Å. As for the relative energy (zero: lowest compared OMol25 entry of this formula, charge and spin): 0.000 eV. The lowest unoccupied orbital energy (spin up / spin down) is -7.90 / -7.83 eV. Its HOMO energy (spin up / spin down) is -13.27 / -13.27 eV. For the molar mass, the calculation gives 593.508 u.

---

[2]
The following is a quantum chemistry calculation of 2 unconnected molecules or ions with the total composition C10H10N, from OMol25.

```
21
Properties=species:S:1:pos:R:3:mulliken_charge:R:1
C 1.486 3.003 -0.194 -0.40
C 0.472 2.731 0.734 -0.22
C 2.373 2.005 -0.555 -1.02
C 0.258 1.495 1.232 -0.56
C 1.985 0.662 -0.375 0.87
C 1.019 0.449 0.755 0.60
C 2.389 -0.528 -0.904 -0.27
C 1.436 -1.989 0.625 -0.53
C 1.130 -0.871 1.313 -0.23
C 2.256 -1.844 -0.578 -0.61
N -0.155 -2.299 -1.530 -0.55
H 1.717 4.031 -0.477 0.38
H -0.340 3.424 1.007 0.34
H 3.151 2.149 -1.217 0.48
H -0.683 1.408 1.678 0.37
H 0.813 -1.055 2.356 0.42
H 0.580 -2.545 -0.615 0.36
H 2.602 -2.751 -1.116 0.47
H -0.601 -3.137 -1.888 0.36
H 0.280 -1.707 -2.298 0.39
H -0.813 -1.663 -1.062 0.37
```

The calculation puts the HOMO-LUMO gap (spin up / spin down) at 7.8 / 7.5 eV. The charge is +1. The strongest force on any atom is 3.2 eV/Å. As for the relative energy (zero: lowest compared OMol25 entry of this formula, charge and spin): 7.082 eV. The lowest unoccupied orbital energy (spin up / spin down) is -4.58 / -5.09 eV. Its HOMO energy (spin up / spin down) is -12.34 / -12.55 eV. For the molar mass, the calculation gives 144.197 u.